{
  "formula": "C6H10O",
  "method": "ωB97M-V/def2-TZVPD",
  "max_force_ev_per_a": 0.6,
  "e_above_lowest_kj_mol": 531.67,
  "gap_ha": [0.29518, 0.30255],
  "symbols": ["O", "C", "C", "C", "C", "C", "C", "H", "H", "H", "H", "H", "H", "H", "H", "H", "H"],
  "coordinates": [[1.2902, -1.3485, 1.6683], [-0.9000, 1.3531, -0.2265], [0.3963, 1.2028, 0.5202], [1.4146, -1.1284, 0.4876], [-0.5203, -1.9849, -0.7534], [1.4019, 0.2463, -0.1434], [-2.1074, 1.1165, 0.2782], [-0.8194, 1.7282, -1.2495], [-3.0126, 1.2970, -0.2969], [0.8556, 2.1956, 0.6055], [1.2206, 0.1411, -1.2185], [-0.6204, -2.0593, -1.8589], [2.4257, 0.6308, -0.0305], [-0.7158, -3.0202, -0.4020], [-2.2341, 0.7395, 1.2910], [0.2068, 0.8485, 1.5392], [1.7182, -1.9581, -0.2104]],
  "lowdin_charge": [0.033, -0.208, -0.206, -0.388, 0.231, -0.183, -0.008, 0.101, 0.050, 0.112, 0.103, -0.022, 0.120, -0.020, 0.061, 0.109, 0.114]
}



{
  "formula": "C38H40AsBrIN3RuSb2",
  "method": "ωB97M-V/def2-TZVPD",
  "multiplicity": 2,
  "max_force_ev_per_a": 0.6,
  "e_above_lowest_kj_mol": 0.00,
  "charge": 3,
  "gap_ha": [0.26071, 0.15667],
  "symbols": ["I", "Sb", "Sb", "Ru", "Br", "As", "N", "N", "N", "C", "C", "C", "C", "C", "C", "C", "C", "C", "C", "C", "C", "C", "C", "C", "C", "C", "C", "C", "C", "C", "C", "C", "C", "C", "C", "C", "C", "C", "C", "C", "C", "C", "C", "C", "C", "C", "C", "H", "H", "H", "H", "H", "H", "H", "H", "H", "H", "H", "H", "H", "H", "H", "H", "H", "H", "H", "H", "H", "H", "H", "H", "H", "H", "H", "H", "H", "H", "H", "H", "H", "H", "H", "H", "H", "H", "H", "H"],
  "coordinates": [[-4.5438, 0.4105, -4.2413], [-1.3726, 1.9454, 2.0628], [-0.9873, -1.6527, 1.0402], [-0.1282, 0.7264, 0.0312], [3.6397, 5.9010, -2.0820], [1.2664, -0.5367, -1.5715], [-2.2135, 2.3964, -1.3530], [0.8746, 2.4624, -0.6238], [-1.7109, 1.1614, -1.1686], [-3.1236, -1.7982, 1.6942], [0.1994, -2.6595, -3.3747], [1.7640, 3.0464, 0.2031], [1.9096, 0.5953, -4.1323], [0.8101, 2.9264, -1.8837], [1.8400, -3.2070, -1.6612], [0.0529, -2.0567, 2.8491], [1.8611, -4.5210, -2.1100], [-3.1567, 2.4071, -2.3157], [0.2245, -3.9817, -3.8043], [1.0072, -2.2858, -2.3137], [-3.6659, 0.2297, 3.1285], [-1.0081, -3.5847, 0.1774], [-1.8980, 4.0037, 2.0000], [2.6040, 4.0660, -0.1852], [2.5196, 4.5373, -1.4928], [-4.0876, 0.7206, 4.3749], [3.8394, -1.4283, 1.6735], [3.9969, -2.7912, 1.4512], [-3.4510, 1.1478, 2.0224], [-0.8172, 1.7968, 4.1029], [-4.1998, -0.1146, 5.4526], [2.6780, 1.3124, -5.0368], [-3.8802, -1.4992, 5.3321], [-3.4078, -1.1981, 2.9870], [1.0569, -4.9004, -3.1774], [3.0609, -0.6744, 0.8019], [3.9041, 1.8357, -4.6433], [2.4489, -1.3052, -0.2729], [3.3807, -3.4192, 0.3761], [3.6083, 0.9116, -2.4411], [2.5908, -2.6809, -0.4968], [1.5918, 3.9628, -2.3499], [-3.2807, 1.1143, -2.7772], [4.3700, 1.6320, -3.3516], [-2.3579, 0.3743, -2.0284], [-3.4882, -2.0166, 4.1294], [2.3783, 0.3994, -2.8359], [-3.6692, 3.3123, -2.5956], [-0.9986, 4.6162, 1.9533], [2.5016, -5.2540, -1.6380], [4.6190, -3.3717, 2.1185], [-0.6382, -2.3647, 3.6312], [0.6085, -1.1791, 3.1731], [-1.8485, 3.1756, -0.8282], [-3.2993, -3.0776, 4.0308], [0.9597, 0.1779, -4.4503], [0.1110, 2.4338, -2.5469], [-0.0049, -3.8445, -0.1494], [-4.0677, 2.0424, 2.0965], [4.5059, 2.3880, -5.3521], [3.5311, -4.4795, 0.2225], [3.9900, 0.7356, -1.4419], [-1.6972, 1.8999, 4.7352], [1.0832, -5.9235, -3.5265], [1.4954, 4.2915, -3.3745], [1.8018, 2.6676, 1.2185], [-0.1370, 2.6217, 4.3123], [-0.3191, 0.8551, 4.3176], [0.7588, -2.8644, 2.6577], [-4.5352, 0.2701, 6.4062], [4.3390, -0.9562, 2.5076], [-3.5244, 0.7071, 1.0331], [-4.3343, 1.7700, 4.4737], [5.3364, 2.0188, -3.0569], [-0.3930, -4.2916, -4.6359], [2.9748, 0.3999, 0.9432], [-3.2646, -2.8766, 1.7057], [-1.3348, -4.2783, 0.9509], [-2.4454, 4.2498, 2.9085], [2.3284, 1.4516, -6.0507], [3.3068, 4.4890, 0.5178], [-2.5319, 4.2169, 1.1411], [-0.4363, -1.9410, -3.8798], [-2.1344, -0.6790, -2.0793], [-3.6678, -1.3567, 0.8627], [-3.9821, -2.1429, 6.1952], [-1.6865, -3.6205, -0.6724]],
  "mulliken_spin": [0.000, 0.083, 0.086, 0.033, 0.000, 0.011, 0.001, 0.001, 0.007, 0.058, -0.002, -0.004, 0.000, 0.001, 0.002, 0.003, 0.000, 0.001, 0.000, 0.001, 0.214, 0.010, 0.005, 0.002, 0.000, -0.019, 0.000, 0.000, 0.032, 0.000, 0.148, 0.000, 0.141, 0.189, 0.000, -0.001, 0.000, 0.003, -0.001, 0.001, -0.001, 0.000, 0.000, 0.000, 0.002, -0.064, 0.000, 0.000, 0.003, 0.000, 0.000, 0.003, 0.000, 0.001, 0.003, 0.000, 0.000, 0.003, 0.014, 0.000, 0.000, 0.000, 0.003, 0.000, 0.000, 0.001, -0.003, 0.001, -0.002, 0.000, 0.000, -0.004, 0.003, 0.000, 0.000, -0.001, 0.010, 0.001, 0.001, 0.000, 0.000, -0.001, 0.000, 0.000, 0.018, 0.001, -0.001]
}



{
  "formula": "C44H53BN15PSY",
  "method": "ωB97M-V/def2-TZVPD",
  "multiplicity": 2,
  "max_force_ev_per_a": 1.2,
  "e_above_lowest_kj_mol": 293.45,
  "charge": 2,
  "gap_ha": [0.19973, 0.26974],
  "symbols": ["Y", "S", "P", "N", "N", "N", "N", "N", "N", "N", "N", "N", "N", "N", "N", "N", "N", "N", "C", "C", "C", "C", "C", "C", "C", "C", "C", "C", "C", "C", "C", "C", "C", "C", "C", "C", "C", "C", "C", "C", "C", "C", "C", "C", "C", "C", "C", "C", "C", "C", "C", "C", "C", "C", "C", "C", "C", "C", "C", "C", "C", "C", "B", "H", "H", "H", "H", "H", "H", "H", "H", "H", "H", "H", "H", "H", "H", "H", "H", "H", "H", "H", "H", "H", "H", "H", "H", "H", "H", "H", "H", "H", "H", "H", "H", "H", "H", "H", "H", "H", "H", "H", "H", "H", "H", "H", "H", "H", "H", "H", "H", "H", "H", "H", "H", "H"],
  "coordinates": [[-0.9768, 0.5564, -0.4187], [-1.4077, -2.4059, 2.1225], [1.6029, 2.1008, -0.5904], [-0.4362, -4.8145, 1.2410], [-5.5101, -1.2565, 2.2457], [-0.5261, 0.0838, -2.6616], [-0.7105, -2.0004, -1.0086], [-1.4824, 1.2116, 1.7082], [-1.0389, 3.3860, -0.7659], [-5.0506, -0.0035, 2.0232], [1.8863, -1.8820, 0.9649], [-2.7286, 0.9576, 2.1710], [1.2183, -0.6391, 1.1493], [-4.1455, 1.2940, 0.0823], [-3.4009, -1.0084, -0.8548], [-3.0867, -0.8641, 0.4867], [-3.2018, 1.6119, -0.8279], [-1.1614, -3.2115, -0.3744], [2.1823, 4.2217, -2.3856], [3.0016, 4.0068, 3.3855], [1.9222, 4.1966, 1.2407], [3.8318, 0.5817, -3.6263], [0.7508, -1.2227, -4.1915], [2.8128, 1.0802, -2.8344], [-3.2248, -2.2001, -1.2554], [-5.8655, 0.9033, 2.6378], [0.5079, -0.3039, -5.2005], [2.2619, 2.8790, 0.9310], [3.3521, -3.6379, 1.6538], [-5.1989, 2.3292, -1.5607], [-0.5635, -5.9421, 0.3181], [1.0238, -3.3259, -2.1609], [0.4867, 5.6604, -3.2872], [5.3453, 0.7526, -1.7754], [2.8019, -2.2697, 2.0555], [-1.6380, 1.9786, 3.8064], [0.3836, -7.0773, 0.6698], [-0.6723, -3.5064, 0.9136], [-0.7546, 0.9611, -3.6421], [-2.6377, -3.0740, -0.1858], [5.1019, 0.4047, -3.0927], [1.8182, 5.2727, -3.2094], [-0.0990, 4.0088, -1.6445], [1.2216, 3.5624, -1.6200], [0.1805, -1.0354, -2.9389], [-0.8209, 1.8365, 2.6935], [-0.4692, 5.0373, -2.5022], [2.2903, 4.7522, 2.4572], [0.1670, -2.1255, -1.9343], [2.1064, -2.3708, 3.4209], [4.3265, 1.2654, -0.9816], [3.3588, 2.7005, 3.0827], [2.9846, 2.1404, 1.8723], [-0.2875, 0.7993, -4.9326], [-6.8675, 0.2190, 3.2697], [3.0476, 1.4293, -1.5026], [-3.8341, 2.2420, -1.8177], [-2.8408, 1.4055, 3.4278], [-5.3532, 1.6995, -0.3441], [-2.8890, -2.2054, 1.0594], [3.9418, -1.2555, 2.1486], [-6.5916, -1.1314, 2.9897], [-3.8028, 0.3091, 1.2235], [-1.5017, 5.3687, -2.5356], [3.6417, 0.3502, -4.6670], [5.8997, 0.0104, -3.7080], [0.8956, -0.5377, 2.1144], [-5.6758, 1.9640, 2.5763], [4.5609, 1.5744, 0.0261], [0.2771, -7.8718, -0.0678], [3.5936, -0.3102, 2.5722], [4.3873, -1.0777, 1.1670], [-1.3964, 2.4284, 4.7533], [-5.9652, 2.7731, -2.1712], [0.1960, 6.4678, -3.9460], [1.1659, -2.5911, 0.8768], [2.0368, -3.0111, -2.4111], [4.2268, -3.8850, 2.2545], [-3.3001, 2.6153, -2.6789], [1.8375, 1.2598, -3.2665], [-1.3323, 1.8373, -3.3700], [1.3511, -2.0967, -4.3967], [0.9292, -0.4509, -6.1861], [-0.3776, -5.5710, -0.6863], [6.3384, 0.6433, -1.3601], [1.4216, -6.7456, 0.6637], [-0.5284, 1.5225, -5.6984], [-6.2438, 1.5078, 0.2289], [1.3853, 4.8060, 0.5236], [-3.0520, -4.0752, -0.1047], [-0.8034, 3.5874, 0.2038], [3.2850, 1.1244, 1.6560], [0.6278, -3.9252, -2.9852], [3.6469, -3.6309, 0.6033], [1.0610, -3.9456, -1.2717], [-3.7622, -2.4899, 1.6349], [-0.4372, -5.0406, 2.2224], [4.7154, -1.6350, 2.8158], [-7.1439, -2.0071, 3.2906], [1.2002, -2.9757, 3.3564], [-1.5940, -6.3155, 0.3412], [-3.3649, -2.4731, -2.2915], [0.1527, -7.4928, 1.6512], [2.6056, -4.4172, 1.8120], [3.2161, 3.9054, -2.3386], [2.5705, 5.7867, -3.7920], [-1.9679, 3.7576, -0.9234], [3.9321, 2.1180, 3.7928], [-3.7513, 1.2857, 3.9903], [-7.6782, 0.6226, 3.8511], [3.2776, 4.4431, 4.3357], [2.0252, 5.7777, 2.6794], [1.9496, 0.0472, 1.0233], [2.7793, -2.8426, 4.1372], [0.2052, 2.1514, 2.5590], [1.8391, -1.3893, 3.8201]],
  "mulliken_spin": [0.002, 0.048, 0.001, 0.283, 0.000, 0.002, 0.039, -0.001, 0.000, 0.000, -0.023, 0.005, -0.009, -0.001, 0.021, -0.006, 0.000, -0.036, 0.000, 0.000, 0.000, 0.000, 0.002, 0.000, 0.000, 0.000, -0.001, -0.002, -0.006, 0.000, 0.000, 0.017, 0.000, 0.000, -0.001, 0.000, 0.005, 0.622, 0.000, 0.040, 0.000, 0.000, 0.000, 0.000, 0.006, 0.001, 0.000, 0.000, -0.018, -0.002, 0.000, 0.000, 0.001, 0.001, 0.000, 0.000, 0.000, 0.000, 0.000, 0.028, 0.004, 0.000, 0.003, 0.000, 0.000, 0.000, -0.001, 0.000, 0.000, 0.000, 0.000, 0.000, 0.000, 0.000, 0.000, -0.014, 0.002, 0.000, 0.000, 0.000, 0.000, 0.000, 0.000, 0.005, 0.000, -0.001, 0.000, 0.000, 0.000, -0.002, 0.000, 0.000, 0.001, -0.001, -0.020, -0.005, -0.008, 0.000, 0.000, -0.001, 0.016, 0.001, -0.001, 0.001, 0.000, 0.000, 0.000, 0.000, 0.000, 0.000, 0.000, 0.000, 0.003, -0.001, 0.000, 0.000]
}